56
Properties=species:S:1:pos:R:3 method="wB97M-V/def2-TZVPD" gap_ev=8.80 total_charge=0 energy_ev=-49886.0955 smiles="O=C(Nc1ccc(F)cc1)Nc1cc(S(=O)(=O)N2CCOCC2)ccc1N1CCCC1"
O 2.21963 2.81852 -1.59112
C 1.60406 1.86328 -1.17297
N 2.14564 0.77166 -0.55109
C 3.49427 0.45047 -0.39025
C 3.79930 -0.75711 0.23705
C 5.11285 -1.13738 0.42941
C 6.12046 -0.29929 -0.01236
F 7.40706 -0.66467 0.17657
C 5.84184 0.90062 -0.64003
C 4.52563 1.27702 -0.82933
N 0.22613 1.85713 -1.23884
C -0.71419 0.84972 -1.00272
C -0.48162 -0.46925 -1.36507
C -1.47600 -1.41913 -1.21974
S -1.10286 -3.12001 -1.63129
O -2.30198 -3.75940 -2.08083
O 0.06590 -3.12278 -2.45961
N -0.66808 -3.87841 -0.21481
C -1.69401 -4.27398 0.71996
C -1.83821 -3.24902 1.85033
O -0.59256 -2.98840 2.46434
C 0.34959 -2.49930 1.53737
C 0.58046 -3.50633 0.40351
C -2.73408 -1.06449 -0.77804
C -2.98152 0.24612 -0.41447
C -1.97804 1.22013 -0.47203
N -2.21543 2.53327 -0.12658
C -1.38377 3.25726 0.82178
C -1.90998 4.69076 0.72566
C -3.37010 4.53418 0.26284
C -3.56275 3.02311 0.08128
H 1.49859 0.09324 -0.17539
H 3.00087 -1.40411 0.57208
H 5.35949 -2.06950 0.91191
H 6.65004 1.53063 -0.97513
H 4.28919 2.20781 -1.31622
H -0.15910 2.72536 -1.58918
H 0.44267 -0.77276 -1.83171
H -2.61959 -4.38187 0.15623
H -1.41283 -5.24452 1.14438
H -2.48543 -3.63342 2.63993
H -2.25752 -2.30974 1.45790
H 1.26596 -2.33392 2.10776
H -0.00695 -1.54051 1.12362
H 1.21985 -3.10137 -0.38068
H 1.04404 -4.41001 0.81556
H -3.50855 -1.81328 -0.73526
H -3.96425 0.51430 -0.06293
H -1.54282 2.86055 1.83683
H -0.32416 3.18171 0.58979
H -1.33464 5.25417 -0.00718
H -1.83359 5.20400 1.68168
H -3.53017 5.05340 -0.68034
H -4.07417 4.93279 0.99022
H -4.01683 2.59150 0.98596
H -4.18773 2.78120 -0.77877


51
Properties=species:S:1:pos:R:3 method="wB97M-V/def2-TZVPD" gap_ev=8.29 total_charge=0 energy_ev=-30734.0324
C 4.87781 1.89086 1.63132
H 4.74726 2.92436 1.74478
H 5.43100 1.90741 0.52941
H 5.62647 1.52815 2.24168
C 3.60142 0.84438 1.51573
C 2.32688 1.49804 0.96070
O 1.17293 1.48258 1.54906
N 2.63801 2.11084 -0.43918
H 3.49374 1.90391 -0.83739
C 1.64746 2.51227 -1.19426
H 1.87405 3.67420 -1.66762
H 0.65893 2.88651 -0.63486
C 1.23272 1.32374 -2.35216
C 1.13447 0.23963 -1.59036
N 2.05425 -0.74876 -1.86732
C 1.58023 -1.85514 -0.89264
C 2.30761 -3.20885 -0.74343
C 1.57705 -4.01570 0.07898
C 0.47592 -3.57071 0.50316
C -0.29190 -2.42282 0.47355
C 0.34124 -1.55093 -0.53716
N -0.04949 -0.17734 -0.69726
C -1.16963 0.51818 -0.51785
H -1.55689 0.18333 0.60585
H -1.01203 1.65394 -0.83340
C -2.15422 0.05256 -1.62453
O -3.40838 0.58728 -1.44914
C -4.26289 0.60205 -0.48645
C -4.28693 -0.70850 0.48357
C -5.15022 -0.94416 1.39781
C -6.24266 0.06873 1.42081
C -6.37977 1.04214 0.51895
C -5.35138 1.34858 -0.28841
H -5.46290 2.03762 -0.98369
H -7.21275 1.68252 0.75048
H -6.96618 -0.02819 2.25692
H -5.07355 -1.76777 1.79056
H -3.39245 -1.35168 0.54873
H -1.89698 0.33610 -2.59890
H -2.54448 -0.92205 -1.50074
H -1.13707 -2.33447 0.97283
H -0.24248 -4.34941 1.42801
H 1.97095 -4.96500 0.22161
H 3.18652 -3.39985 -1.20342
H 0.16405 1.85951 -2.77786
H 2.13912 1.38523 -3.02010
C 3.92756 -0.51610 1.23383
H 4.82497 -0.97258 1.76705
H 4.08906 -0.33684 0.02128
H 2.84653 -0.97145 1.42046
H 3.29705 1.03367 2.67101


52
Properties=species:S:1:pos:R:3 method="wB97M-V/def2-TZVPD" gap_ev="7.38 / 4.68" spin_multiplicity=5 total_charge=+1 energy_ev=-33748.4121 s2=6.055
Rh 0.04110 0.18616 0.58951
C -2.15806 2.34096 0.38731
N -0.83427 2.17616 -0.23558
C 0.07388 3.25945 0.22266
C 0.62495 3.01309 1.62930
C 2.00167 2.35167 1.62186
N 1.97368 1.13618 0.80360
C 2.96046 0.90918 0.01107
C 3.12189 -0.18330 -0.91167
C 4.31398 -0.17835 -1.66950
C 4.59118 -1.15704 -2.58546
C 3.65405 -2.18544 -2.76572
C 2.48505 -2.21881 -2.04481
C 2.17816 -1.22490 -1.09521
O 1.04407 -1.31913 -0.44029
C -0.96182 2.15710 -1.72219
C -0.80945 0.78416 -2.36533
C -1.84148 -0.25246 -1.95831
N -1.68614 -0.67367 -0.55804
C -2.19195 -1.78851 -0.22121
C -2.22864 -2.31138 1.14440
C -2.85905 -3.52476 1.34026
C -3.05344 -4.04587 2.61652
C -2.64292 -3.32808 3.75635
C -2.03386 -2.11744 3.61517
C -1.76563 -1.57814 2.31039
O -1.13996 -0.48238 2.23121
H -2.59357 3.30936 0.11810
H -2.07579 2.28177 1.47191
H -2.82420 1.54751 0.05688
H -0.45130 4.21915 0.16984
H 0.90249 3.30747 -0.48434
H -0.07343 2.38526 2.19565
H 0.68590 3.94791 2.18757
H 2.28427 2.08996 2.64327
H 2.75341 3.04885 1.23843
H 3.78684 1.62627 0.02321
H 5.02224 0.62715 -1.50854
H 5.50931 -1.13912 -3.15481
H 3.85363 -2.96915 -3.48643
H 1.76494 -3.01598 -2.17828
H -0.19732 2.81219 -2.13850
H -1.92704 2.59512 -1.99723
H 0.19352 0.39046 -2.18317
H -0.88644 0.92188 -3.44641
H -1.78429 -1.12388 -2.61485
H -2.84830 0.16559 -2.06356
H -2.68266 -2.41547 -0.97115
H -3.21946 -4.07235 0.47806
H -3.54328 -5.00300 2.73334
H -2.81302 -3.74143 4.74105
H -1.69388 -1.53998 4.46369


54
Properties=species:S:1:pos:R:3 method="wB97M-V/def2-TZVPD" gap_ev=8.90 total_charge=0 energy_ev=-45680.2477 smiles="CCOC(=O)c1sc2c(c1C)c(=O)n(Cc1ccccc1)c(=O)n2CCN(C)C"
C 2.31686 -6.09350 3.13544
C 1.31575 -5.05286 3.61629
O 1.06074 -4.07271 2.61292
C 1.93741 -3.05528 2.51666
O 2.89229 -2.91583 3.24360
C 1.55212 -2.16706 1.43117
S 0.11977 -2.59383 0.51832
C 0.32670 -1.19950 -0.47557
C 1.43345 -0.45452 -0.11408
C 2.14303 -1.01122 0.98776
C 3.36605 -0.39683 1.55863
C 1.73060 0.77338 -0.82445
O 2.62994 1.54380 -0.57398
N 0.85847 1.01964 -1.89022
C 1.05240 2.28710 -2.58595
C 0.53799 3.44086 -1.76303
C -0.64443 3.32184 -1.04338
C -1.11512 4.38693 -0.29626
C -0.41414 5.58013 -0.26283
C 0.76401 5.70313 -0.97883
C 1.23938 4.63742 -1.72219
C -0.20320 0.24426 -2.29276
O -0.86291 0.49621 -3.27647
N -0.47169 -0.88026 -1.52043
C -1.71302 -1.58869 -1.75602
C -2.76854 -1.17550 -0.71979
N -2.88713 0.26872 -0.62780
C -3.42937 0.68132 0.65125
C -3.65003 0.82839 -1.72807
H 2.44204 -6.85760 3.89711
H 3.27874 -5.62263 2.94745
H 1.96453 -6.55867 2.21775
H 1.69400 -4.55009 4.51265
H 0.34368 -5.50520 3.82331
H 3.15747 0.63400 1.83968
H 4.14519 -0.36346 0.79848
H 3.71333 -0.95998 2.41845
H 0.51015 2.22181 -3.53296
H 2.12073 2.40995 -2.77697
H -1.20011 2.39526 -1.06484
H -2.03396 4.28533 0.26339
H -0.78328 6.40997 0.32174
H 1.31840 6.62970 -0.95319
H 2.16443 4.73274 -2.27137
H -2.03465 -1.33427 -2.76643
H -1.52965 -2.66383 -1.68745
H -3.72351 -1.66088 -0.98411
H -2.45871 -1.55273 0.25784
H -4.45260 0.31321 0.82111
H -2.78808 0.31475 1.45227
H -3.44228 1.76914 0.69311
H -3.12828 0.64646 -2.66469
H -4.66477 0.40620 -1.79072
H -3.73016 1.90530 -1.59155


54
Properties=species:S:1:pos:R:3 method="wB97M-V/def2-TZVPD" gap_ev=8.44 total_charge=0 energy_ev=-45677.8443 smiles="O=C(c1ccc(S(=O)(=O)N2CCOCC2)cc1)N1CCN(c2ccccc2)CC1"
O -2.30718 3.57398 0.22370
C -1.59099 2.60767 0.39858
C -2.16841 1.22121 0.48839
C -2.81771 0.82231 1.65134
C -3.41439 -0.42623 1.71641
C -3.36336 -1.25698 0.61446
S -4.08540 -2.89220 0.67964
O -4.78884 -3.15643 -0.53840
O -4.77635 -3.06046 1.92676
N -2.67260 -3.82007 0.64653
C -2.87322 -5.17726 0.17000
C -1.50234 -5.83592 0.01865
O -0.80146 -5.83016 1.24180
C -0.62853 -4.52142 1.72477
C -1.97207 -3.81173 1.91404
C -2.74075 -0.86738 -0.55554
C -2.14253 0.37866 -0.62007
N -0.25204 2.70221 0.54119
C 0.66967 1.60421 0.69468
C 1.60443 1.56396 -0.51909
N 2.29331 2.83069 -0.63664
C 3.54961 2.86628 -1.24295
C 4.54650 1.98918 -0.80543
C 5.81473 2.03044 -1.34743
C 6.12998 2.95270 -2.33180
C 5.15480 3.83145 -2.76675
C 3.87833 3.78995 -2.23595
C 1.36432 3.92338 -0.82428
C 0.41404 3.97566 0.37647
H -2.85633 1.49235 2.49661
H -3.92924 -0.76662 2.60116
H -3.39636 -5.11616 -0.78345
H -3.48158 -5.75317 0.88182
H -1.60591 -6.88307 -0.26796
H -0.92292 -5.29725 -0.74571
H -0.10392 -4.61360 2.67697
H -0.01496 -3.93987 1.01911
H -1.81899 -2.77311 2.21247
H -2.56347 -4.32232 2.68681
H -2.74596 -1.54146 -1.39663
H -1.66234 0.70480 -1.53070
H 1.26605 1.77278 1.59924
H 0.12672 0.66408 0.79412
H 1.00035 1.36786 -1.42229
H 2.32359 0.75423 -0.40871
H 4.33117 1.28091 -0.01914
H 6.56732 1.34246 -0.99047
H 7.12340 2.98568 -2.75193
H 5.38294 4.55415 -3.53668
H 3.13500 4.47442 -2.61402
H 0.77311 3.80693 -1.74744
H 1.91616 4.86223 -0.86948
H 0.98632 4.19738 1.28333
H -0.35170 4.73863 0.22986